162
Properties=species:S:1:pos:R:3:forces:R:3 method="wB97M-V/def2-TZVPD" lumo_energy_ev=-2.7 homo_energy_ev=-9.8 de_lowest_kj_mol=373.9 total_charge=+1 orbital_gap_ha=0.2601 mol_weight_g_mol=1408.3
Ti -0.2672 0.2942 -1.5843 -0.45 -5.37 0.44
C 4.0280 -2.2969 -3.0103 -0.11 0.00 0.01
C 3.1328 -2.9674 -4.0480 0.27 0.27 -0.14
C 2.7723 -1.9947 -5.1727 -0.02 0.01 0.12
C 3.8699 -4.1979 -4.5915 -0.14 0.01 0.04
N 1.8496 -3.4142 -3.4387 -0.32 -0.10 0.20
C 1.1277 -4.4542 -3.9882 -0.14 -0.14 -0.07
C -0.0262 -4.5627 -3.3018 0.00 -0.06 -0.11
N -0.0331 -3.5984 -2.3293 0.42 -0.12 -0.14
B -1.1636 -3.5035 -1.2589 0.30 0.38 0.10
N -0.4712 -3.1414 0.0848 -0.19 -0.25 0.24
C 0.2495 -4.1655 0.5974 -0.18 0.22 0.23
C 0.7269 -4.1331 1.8458 0.15 -0.41 -0.41
N 0.4417 -2.9540 2.6852 0.14 -0.23 0.21
C -0.5740 -2.0475 1.0232 0.34 0.49 -0.31
S -1.4286 -0.6447 0.2763 -0.08 -0.36 0.19
C 1.0083 -3.2485 4.0773 0.21 -0.14 0.68
C 2.4610 -3.7430 3.9343 -0.09 -0.01 -0.13
C 0.1155 -4.3137 4.7166 -0.04 0.07 -0.20
C 1.0639 -2.0342 4.9880 -0.10 0.02 -0.23
N -2.3518 -2.6843 -1.8592 -0.30 0.04 -0.46
C -3.6441 -3.1224 -1.6749 -0.09 -0.18 0.19
C -4.4109 -2.6622 -2.6786 -0.21 -0.08 0.06
N -3.6069 -1.9215 -3.5158 0.58 -0.13 0.48
C -2.3563 -1.9142 -2.9691 -0.26 -0.16 -0.02
S -0.9984 -1.0475 -3.5690 -0.15 -0.36 -0.44
C -4.0024 -1.4117 -4.8549 0.07 0.22 -0.46
C -3.8806 0.1131 -4.9134 -0.14 -0.07 0.14
C -3.1118 -2.0865 -5.9066 -0.06 -0.01 0.16
C -5.4544 -1.7878 -5.1394 0.10 -0.11 0.19
C 1.0994 -2.8790 -2.4424 -0.29 -0.12 0.22
S 1.4494 -1.5173 -1.4403 0.27 0.35 -0.05
H 5.0119 -2.1207 -3.4416 0.02 -0.07 -0.08
H 4.1342 -2.9341 -2.1316 0.09 -0.01 0.04
H 3.6080 -1.3480 -2.7036 0.05 0.04 0.04
H 3.6742 -1.6686 -5.6888 0.04 0.02 -0.02
H 2.2632 -1.1186 -4.7674 0.04 0.03 0.03
H 2.1091 -2.4736 -5.8941 0.02 -0.02 -0.04
H 4.9025 -3.9312 -4.8057 -0.01 0.07 -0.03
H 3.4337 -4.5714 -5.5166 -0.03 -0.03 -0.01
H 3.8762 -4.9982 -3.8510 0.04 -0.04 0.00
H 1.4885 -5.0395 -4.8099 0.05 -0.01 -0.03
H -0.8429 -5.2504 -3.4210 -0.02 -0.06 0.03
H -1.6117 -4.6113 -1.1297 0.03 -0.16 -0.09
H 0.4200 -5.0284 -0.0291 0.03 -0.08 0.00
H 1.3165 -4.9247 2.2530 0.05 0.03 0.14
H 2.5281 -4.8183 3.7846 0.04 -0.01 -0.06
H 2.9997 -3.5180 4.8522 -0.03 0.05 0.03
H 2.9742 -3.2337 3.1166 0.07 0.03 0.00
H -0.0299 -5.1718 4.0621 0.00 -0.05 0.02
H -0.8574 -3.8963 4.9733 -0.04 -0.01 0.03
H 0.5854 -4.6625 5.6345 0.04 0.02 0.01
H 1.7689 -1.3130 4.5818 0.03 0.04 0.08
H 1.4296 -2.3577 5.9614 0.03 -0.08 -0.02
H 0.0913 -1.5803 5.1371 0.01 0.08 0.05
H -3.9076 -3.7455 -0.8406 -0.02 -0.07 0.00
H -5.4604 -2.8019 -2.8462 -0.01 -0.01 -0.05
H -3.8472 0.4417 -5.9514 -0.07 -0.02 -0.04
H -4.7399 0.5703 -4.4248 -0.02 0.06 0.02
H -2.9822 0.4589 -4.4209 0.09 0.01 0.01
H -2.0743 -1.7883 -5.7944 0.08 0.02 -0.05
H -3.4451 -1.8064 -6.9044 -0.05 0.02 -0.02
H -3.1752 -3.1711 -5.8092 -0.02 -0.04 -0.03
H -6.1212 -1.3884 -4.3759 -0.07 0.03 -0.02
H -5.5785 -2.8689 -5.2030 -0.06 -0.03 0.00
H -5.7444 -1.3575 -6.0959 0.04 0.03 -0.02
C 7.4852 -1.1875 3.4933 -0.03 -0.04 0.00
C 6.0602 -0.9050 3.1141 -0.01 -0.03 -0.10
C 5.2244 -0.1533 3.9364 -0.06 -0.01 0.00
C 3.9584 0.2237 3.5160 -0.21 0.08 0.08
C 3.5110 -0.1769 2.2693 -0.01 -0.06 -0.60
C 4.3115 -0.9642 1.4512 0.00 0.01 0.03
C 5.5753 -1.3321 1.8787 -0.05 -0.04 0.07
S 2.0604 0.5589 1.4712 0.43 -0.67 1.25
O 2.0281 1.9504 1.9275 -0.02 0.65 -0.11
C 0.7831 -0.3529 2.4049 -0.45 0.28 -0.05
C 0.7844 -1.7441 1.8245 -0.08 0.19 -0.62
C -1.0308 -2.6257 2.4168 -0.71 0.17 -0.30
C -1.7341 -1.7203 3.3753 0.07 0.15 0.19
C -2.8672 -2.2728 3.9645 0.08 -0.04 -0.12
C -3.6605 -1.5599 4.8468 -0.03 0.11 -0.01
C -3.3237 -0.2511 5.1312 -0.14 -0.13 -0.01
C -2.1950 0.3130 4.5610 0.09 -0.02 -0.07
C -1.3622 -0.3955 3.6896 -0.26 -0.05 -0.03
C -0.1531 0.2845 3.1405 0.67 -0.10 -0.14
C -0.0893 1.7564 3.5071 -0.23 0.42 -0.40
C 0.3542 2.1842 4.7961 0.07 0.20 0.10
C 1.0580 1.3406 5.6844 -0.01 -0.18 0.06
C 1.5041 1.7792 6.8994 0.00 -0.13 -0.04
C 1.2568 3.0980 7.3189 -0.09 0.13 -0.08
C 0.5784 3.9450 6.4902 0.10 -0.03 0.12
C 0.1250 3.5213 5.2198 -0.08 -0.14 -0.07
C -0.5668 4.4119 4.3714 -0.01 -0.07 -0.16
C -0.9010 4.0207 3.1108 -0.16 0.12 0.10
C -0.6407 2.7112 2.6731 0.41 -0.59 -0.08
S -0.9497 2.2668 0.9293 -0.55 1.55 1.40
O -2.4234 2.1089 0.8161 -0.43 -0.19 -0.11
C -0.6391 3.9182 0.2658 0.16 -0.19 -0.31
C -1.7174 4.6403 -0.2116 -0.16 -0.18 0.10
C -1.5143 5.8800 -0.7964 0.15 -0.04 0.02
C -0.2295 6.3965 -0.9342 -0.09 0.06 -0.02
C -0.0046 7.7515 -1.5434 0.01 -0.05 0.03
C 0.8464 5.6454 -0.4654 0.04 -0.08 0.08
C 0.6531 4.4118 0.1366 0.05 0.04 0.15
H 7.6918 -0.9022 4.5224 0.02 0.01 0.02
H 8.1484 -0.6194 2.8391 0.07 0.00 0.05
H 7.7301 -2.2420 3.3683 0.00 -0.03 0.01
H 5.5805 0.1760 4.9043 0.04 0.02 0.01
H 3.3348 0.8624 4.1303 0.02 0.07 0.00
H 3.9495 -1.2467 0.4682 0.07 0.01 -0.06
H 6.2117 -1.9209 1.2300 0.03 -0.01 -0.02
H 1.7155 -1.9139 1.2848 -0.07 -0.16 0.04
H -1.6025 -3.5469 2.3159 0.12 -0.02 0.04
H -3.1460 -3.2880 3.7093 0.03 -0.04 0.01
H -4.5334 -2.0218 5.2863 -0.03 0.01 0.00
H -3.9498 0.3421 5.7826 0.04 0.03 0.07
H -1.9647 1.3366 4.8096 0.01 0.02 -0.03
H 1.2576 0.3276 5.3833 0.01 -0.06 0.00
H 2.0519 1.1086 7.5481 0.01 -0.04 0.00
H 1.6051 3.4324 8.2862 0.01 0.03 0.01
H 0.3872 4.9685 6.7857 -0.01 0.02 0.02
H -0.8011 5.4075 4.7249 0.03 0.04 -0.02
H -1.3937 4.7055 2.4350 0.02 0.06 0.03
H -2.7082 4.2150 -0.1145 -0.03 0.01 -0.01
H -2.3651 6.4466 -1.1543 0.00 0.03 -0.02
H -0.8814 8.0860 -2.0951 0.00 0.03 -0.02
H 0.8507 7.7393 -2.2187 0.02 0.03 -0.02
H 0.1998 8.4826 -0.7593 0.02 0.05 -0.04
H 1.8553 6.0276 -0.5681 0.01 0.02 0.00
H 1.4954 3.8617 0.5438 0.05 -0.05 -0.03
O 2.8356 0.8811 -2.7762 -0.28 0.00 -0.39
As 2.1806 2.1571 -1.7445 2.78 0.84 -1.50
O 3.4831 2.5002 -0.8447 -0.23 0.34 0.66
O 0.8848 1.3945 -0.9370 1.40 1.58 0.57
C 1.8278 3.5608 -3.0536 -0.49 -0.34 0.40
C 2.9754 4.0474 -3.6644 0.07 -0.15 0.29
C 2.8763 4.9924 -4.6716 -0.06 0.05 -0.01
C 1.6245 5.4426 -5.0693 0.09 0.01 0.03
C 0.4770 4.9448 -4.4753 -0.30 -0.04 0.25
C 0.5757 4.0068 -3.4569 0.70 0.20 -0.29
S -0.9757 1.9785 -3.4065 -0.45 1.29 -1.65
O 0.3384 1.2835 -3.5099 0.11 0.02 0.23
O -0.5597 3.4996 -2.8642 -0.32 -0.50 0.07
O -1.5953 1.4281 -2.1299 -1.56 1.80 0.15
H 3.7692 0.8255 -2.5308 -0.02 0.12 0.18
H 3.9332 3.6704 -3.3233 0.02 0.13 -0.09
H 3.7685 5.3764 -5.1456 0.02 0.00 0.01
H 1.5378 6.1876 -5.8481 0.00 -0.01 -0.03
H -0.5046 5.2853 -4.7772 -0.02 0.00 -0.01
C -6.0486 0.1123 -0.2824 0.18 -0.03 -0.04
C -6.0279 1.3889 -1.1457 0.12 0.02 -0.06
C -4.5432 1.5238 -1.5345 -0.05 0.17 -0.05
O -3.9767 0.2305 -1.3619 -0.20 -0.07 0.13
C -4.5604 -0.2123 -0.1394 -0.21 0.04 0.09
H -6.5635 -0.6980 -0.8004 -0.04 -0.01 0.03
H -6.5216 0.2666 0.6855 -0.06 -0.04 0.01
H -6.3563 2.2627 -0.5856 -0.06 0.03 -0.04
H -6.6656 1.2851 -2.0237 -0.01 0.03 0.01
H -4.0331 2.2216 -0.8639 0.01 0.00 -0.04
H -4.3803 1.8420 -2.5636 -0.02 -0.04 -0.02
H -4.1237 0.3509 0.6923 0.04 -0.05 0.00
H -4.3380 -1.2682 -0.0174 -0.02 -0.02 0.03